A single C3H6 molecule in a non-equilibrium geometry. Source: the OMol25 dataset; level of theory: the ωB97M-V functional and the def2-TZVPD basis.

```
9
Properties=species:S:1:pos:R:3:mulliken_charge:R:1
C -0.2704 -0.7758 0.2593 -0.45
C -0.1625 0.2897 -0.7164 -0.54
C 0.5253 0.3287 0.5990 -0.43
H 0.1638 -1.6413 -0.1700 0.23
H -1.2478 -0.8282 0.6671 0.25
H 0.1295 0.3834 -1.6857 0.34
H -0.9601 1.0377 -0.7445 0.18
H 0.2054 1.0622 1.3626 0.23
H 1.6167 0.1439 0.4286 0.20
```

Output
SMILES string   C1CC1
Orbital gap   0.42233 Eh
HOMO level   -0.3721 Eh
2S+1   1
Energy relative to the best compared isomer or geometry (same formula, charge and spin)   1.124 eV
Net charge   0

***

A gas-phase ion, C17H35ClIO2P (charge -2) in a non-equilibrium geometry. Source: the OMol25 dataset; level of theory: the ωB97M-V functional and the def2-TZVPD basis.

```
57
Properties=species:S:1:pos:R:3:mulliken_charge:R:1
C -0.3062 5.0286 -1.6195 -1.44
C -1.0721 3.7172 -1.5066 -0.49
C -2.4675 3.7873 -2.1397 -0.58
C -3.5892 4.0178 -1.1204 -0.90
C -4.3326 2.7752 -0.6155 -0.45
C -4.6813 1.7308 -1.6760 -0.99
C -3.6348 0.6198 -1.7922 -0.38
C -3.7700 -0.4802 -0.7308 -0.83
C -2.8118 -0.3586 0.4650 -0.22
C -2.0860 -1.6495 0.8031 -1.14
C -1.1223 -1.4734 1.9775 -0.84
C 0.2445 -0.9079 1.5641 -0.55
C 1.3919 -1.8823 1.7983 -0.76
C 2.7677 -1.2646 1.6057 -0.75
C 3.9157 -2.2142 1.9461 -0.39
C 4.3663 -3.0895 0.7821 -1.32
P 6.1904 -3.6134 0.9062 -0.10
Cl 6.8032 -1.3594 0.3591 -0.56
I 8.8689 -4.3804 1.3313 -0.69
C 6.2816 -4.2443 -0.9853 0.57
O 6.9739 -3.6511 -1.7921 -0.60
O 5.5073 -5.2190 -1.0444 -0.66
H 0.5149 5.0718 -0.9084 0.40
H -0.9552 5.8781 -1.4072 0.35
H 0.1128 5.1536 -2.6153 0.34
H -0.4962 2.9361 -1.9993 0.36
H -1.1494 3.4293 -0.4580 0.33
H -2.4739 4.6298 -2.8328 0.42
H -2.6466 2.9088 -2.7528 0.41
H -3.1296 4.4861 -0.2475 0.43
H -4.2995 4.7511 -1.4998 0.33
H -3.7762 2.3076 0.1968 0.21
H -5.2574 3.1301 -0.1594 0.33
H -4.8009 2.2139 -2.6463 0.38
H -5.6295 1.2564 -1.4241 0.49
H -3.6823 0.1741 -2.7846 0.39
H -2.6378 1.0514 -1.7053 0.17
H -4.7999 -0.5237 -0.3765 0.34
H -3.5628 -1.4354 -1.2120 0.43
H -2.0734 0.4204 0.2656 0.18
H -3.3634 -0.0311 1.3488 0.29
H -1.5030 -1.9629 -0.0650 0.45
H -2.8095 -2.4311 1.0374 0.44
H -0.9855 -2.4403 2.4588 0.53
H -1.5962 -0.7955 2.6896 0.36
H 0.4585 0.0036 2.1231 0.32
H 0.2215 -0.6480 0.5031 0.33
H 1.3090 -2.2765 2.8156 0.34
H 1.2772 -2.7385 1.1293 0.22
H 2.8134 -0.3494 2.2043 0.42
H 2.8554 -0.9605 0.5608 0.25
H 4.7631 -1.6216 2.2879 0.52
H 3.5987 -2.8440 2.7833 0.25
H 4.2471 -2.5470 -0.1530 0.39
H 3.8023 -4.0191 0.7495 0.39
H 6.3649 -3.1373 2.2146 0.14
H 5.8513 -4.9293 1.3626 0.13
```

Output
Orbital gap   0.13795 Eh
HOMO level   -0.0128 Eh
2S+1   1
Net charge   -2

***

A molecular structure, C49H59BrN7O4P2S2Sn. Source: the OMol25 dataset; level of theory: the ωB97M-V functional and the def2-TZVPD basis.

```
125
Properties=species:S:1:pos:R:3:mulliken_charge:R:1
Sn 0.1001 0.5135 0.9403 2.03
C 1.4007 -8.3347 -0.9982 -0.52
S 1.5283 -7.4371 -2.5556 -0.12
C -0.1429 -6.7416 -2.6318 -1.21
C -0.4337 -5.6209 -1.6388 0.87
C 0.5174 -4.4426 -1.8561 -1.29
N 0.1675 -3.1702 -1.1839 0.82
P 0.4806 -2.8293 0.4649 -0.23
C -0.0889 -4.2975 1.3829 0.24
C 0.7287 -5.3538 1.7767 -0.45
C 0.1843 -6.4541 2.4243 -0.51
C -1.1796 -6.5132 2.6761 -0.54
C -2.0004 -5.4591 2.2975 -0.80
C -1.4524 -4.3530 1.6671 -0.37
C 2.2982 -2.9344 0.6430 1.32
C 2.8325 -2.8061 1.9266 -0.85
C 4.2029 -2.7328 2.1184 -0.92
C 5.0665 -2.7788 1.0309 -0.72
C 4.5502 -2.9099 -0.2487 -1.06
C 3.1759 -2.9914 -0.4367 -0.23
P -0.9233 -2.0273 -1.8665 0.90
C -2.1827 -3.0746 -2.6934 0.30
C -3.3402 -3.3621 -1.9729 -0.14
C -4.2967 -4.2325 -2.4752 -0.61
C -4.1104 -4.8178 -3.7190 -0.61
C -2.9741 -4.5205 -4.4604 -0.82
C -2.0193 -3.6532 -3.9518 -0.41
C -0.0697 -1.3905 -3.3564 1.19
C -0.8071 -0.5174 -4.1636 -0.94
C -0.2321 0.0649 -5.2833 -0.91
C 1.0988 -0.1956 -5.6031 -0.76
C 1.8425 -1.0452 -4.8000 -0.79
C 1.2576 -1.6408 -3.6865 -0.23
H 2.3465 -8.8517 -0.8461 0.41
H 0.6015 -9.0743 -1.0469 0.26
H 1.2299 -7.6637 -0.1582 -0.08
H -0.8549 -7.5587 -2.4999 0.56
H -0.2615 -6.3785 -3.6558 0.40
H -0.3565 -5.9962 -0.6194 -0.15
H -1.4674 -5.3051 -1.7800 -0.32
H 0.5677 -4.2360 -2.9301 0.36
H 1.5207 -4.7438 -1.5540 0.53
H 1.7918 -5.3250 1.5705 0.43
H 0.8266 -7.2711 2.7280 0.46
H -1.6008 -7.3746 3.1780 0.40
H -3.0623 -5.4950 2.5039 0.47
H -2.0932 -3.5238 1.3834 0.34
H 2.1715 -2.7506 2.7835 0.65
H 4.5981 -2.6320 3.1213 0.43
H 6.1363 -2.7164 1.1814 0.41
H 5.2144 -2.9518 -1.1025 0.51
H 2.7912 -3.1033 -1.4428 -0.04
H -3.4874 -2.9101 -0.9989 0.17
H -5.1864 -4.4527 -1.8991 0.45
H -4.8536 -5.4973 -4.1156 0.40
H -2.8310 -4.9686 -5.4354 0.46
H -1.1357 -3.4321 -4.5389 0.47
H -1.8373 -0.2977 -3.9045 0.47
H -0.8209 0.7234 -5.9101 0.42
H 1.5466 0.2591 -6.4775 0.38
H 2.8773 -1.2545 -5.0403 0.50
H 1.8456 -2.3196 -3.0814 -0.01
O -0.9698 2.3479 2.4513 -0.50
C -1.9047 1.8394 3.4160 -1.21
C -2.8725 0.9273 2.7133 0.56
C -4.2147 0.8817 3.0545 -0.74
C -5.0438 0.0046 2.3707 -0.75
C -4.5140 -0.7713 1.3525 -0.85
C -3.1635 -0.6523 1.0683 0.53
N -2.3607 0.1597 1.7511 0.49
H -0.1795 2.6331 2.9292 0.27
H -2.4375 2.6635 3.8934 0.43
H -1.3668 1.2712 4.1787 0.50
H -4.6003 1.5228 3.8361 0.49
H -6.0955 -0.0561 2.6189 0.43
H -5.1354 -1.4417 0.7749 0.59
H -2.6940 -1.1917 0.2541 -0.40
O 1.2669 1.7534 -2.6083 -0.14
H 1.8135 2.4863 -2.9169 -0.04
H 0.9076 1.3363 -3.4045 0.09
O 2.0546 -0.1423 -0.7877 1.48
H 1.8501 0.5087 -1.4930 -0.04
H 2.2476 -0.9787 -1.2268 -0.75
Br 1.0186 -0.0284 3.3080 -0.68
C 3.9417 1.0218 1.1773 -1.10
C 3.1313 2.1985 0.7694 0.76
N 1.8212 2.3252 0.8441 0.06
C 1.5048 3.5787 0.3640 -0.71
C 2.6387 4.2193 -0.0062 -0.66
N 3.6681 3.3309 0.2440 0.26
C 5.0544 3.5053 -0.1337 -1.27
N 5.3685 2.7016 -1.2843 0.84
N 6.1932 1.6302 -1.1683 -0.61
N 6.2553 1.0186 -2.2843 -0.61
C 5.4507 1.6808 -3.1920 0.31
C 5.1903 1.4142 -4.5399 -0.71
C 4.3375 2.2704 -5.1951 -0.68
C 3.7551 3.3760 -4.5370 -0.36
C 4.0038 3.6514 -3.2106 -1.20
C 4.8709 2.7706 -2.5518 1.53
H 3.3165 0.3257 1.7289 -0.21
H 4.7729 1.3272 1.8159 0.64
H 4.3497 0.5038 0.3102 0.07
H 0.4852 3.9233 0.3062 0.49
H 2.8169 5.1996 -0.4136 0.51
H 5.7224 3.1934 0.6655 0.32
H 5.2170 4.5600 -0.3507 0.44
H 5.6538 0.5729 -5.0369 0.52
H 4.1172 2.1108 -6.2420 0.45
H 3.1066 4.0352 -5.1004 0.45
H 3.5719 4.5146 -2.7212 0.32
O -2.6409 0.8522 -1.6592 -0.75
S -2.3563 2.3011 -1.4121 0.94
C -3.1963 3.2591 -2.7220 -0.87
C -4.5550 3.6910 -2.1849 -0.58
C -4.2994 4.0550 -0.7251 -0.89
C -3.5481 2.8633 -0.1481 -0.14
H -3.2291 2.5957 -3.5854 0.34
H -2.5599 4.1157 -2.9515 0.39
H -5.2546 2.8540 -2.2401 0.26
H -4.9757 4.5152 -2.7599 0.40
H -5.2123 4.2626 -0.1670 0.38
H -3.6760 4.9524 -0.6742 0.33
H -4.2026 1.9963 -0.0209 0.10
H -3.0159 3.0576 0.7813 0.10
```

Output
Orbital gap   0.30046 Eh
HOMO level   -0.3651 Eh
2S+1   1
Energy relative to the best compared isomer or geometry (same formula, charge and spin)   0.000 eV
Net charge   +1

***

A molecular structure, C27H34As2BN4O9PbS. Source: the OMol25 dataset; level of theory: the ωB97M-V functional and the def2-TZVPD basis.

```
79
Properties=species:S:1:pos:R:3:mulliken_charge:R:1
Pb 1.1252 -4.6876 0.1137 1.00
B 3.7076 -3.0791 0.8008 0.29
N 3.4570 -2.7818 -0.7057 0.19
C 4.2688 -2.3138 -1.6586 -0.24
C 3.6496 -2.4646 -2.8902 -1.00
C 2.4336 -3.0692 -2.5992 -0.45
N 2.3223 -3.2515 -1.2772 -0.17
N 2.5967 -2.4066 1.6711 0.18
C 2.6685 -1.4970 2.6473 -0.21
C 1.4197 -1.3787 3.2416 -1.04
C 0.6234 -2.2948 2.5650 -0.49
N 1.3410 -2.9028 1.6154 -0.15
H 4.7888 -2.7076 1.1326 -0.08
H 3.5273 -4.2894 0.9382 -0.14
H 5.2382 -1.9184 -1.4024 0.52
H 4.0401 -2.2047 -3.8581 0.48
H 1.6465 -3.3837 -3.2660 0.52
H 3.6029 -1.0086 2.8695 0.54
H 1.1458 -0.7572 4.0754 0.50
H -0.4138 -2.5492 2.7181 0.51
C -2.9383 -3.7829 -1.9684 -1.11
S -2.1569 -3.3667 -0.4173 0.39
O -0.6519 -3.3196 -0.7245 -0.27
C -2.4477 -4.8359 0.5253 0.46
C -2.1686 -6.1047 0.0185 -0.22
C -2.3690 -7.2083 0.8297 -0.83
C -2.8479 -7.0434 2.1268 -0.49
C -3.1268 -5.7780 2.6215 -0.70
C -2.9245 -4.6626 1.8195 -0.28
H -2.5035 -4.6922 -2.3774 0.34
H -2.7703 -2.9491 -2.6471 0.43
H -4.0046 -3.9140 -1.7862 0.44
H -1.8128 -6.2399 -0.9962 0.36
H -2.1672 -8.2004 0.4493 0.44
H -3.0111 -7.9121 2.7502 0.44
H -3.5071 -5.6586 3.6266 0.43
H -3.1502 -3.6700 2.1906 0.45
C 0.8134 3.5899 4.0318 -0.70
O 0.6139 3.9255 2.6237 -0.27
C 0.2567 2.9748 1.8238 0.24
O 0.0368 1.8045 2.0776 -0.64
C 0.0346 3.3637 0.4011 0.61
C -0.3196 4.5465 -0.1116 0.01
As -1.1463 5.1431 -1.8848 0.32
C 0.5137 5.7858 -2.6716 -1.10
C -1.2016 3.1675 -2.2157 0.08
C -0.0925 2.4078 -2.2299 0.57
As -0.1065 1.6341 -0.4960 1.11
C 0.7904 -0.0191 -0.1782 -0.69
C 1.1443 2.6665 -3.0253 -0.01
O 1.1177 3.1864 -4.0978 -0.46
O 2.2075 2.2281 -2.3549 -0.28
C 3.4907 2.4346 -3.0212 -0.73
C -2.2717 2.5207 -1.4219 0.43
O -1.9615 1.5128 -0.6516 -0.47
O -3.4566 2.9269 -1.5150 -0.27
C -4.5672 2.2821 -0.7783 -0.66
C -0.0006 5.7973 0.7135 0.41
O 1.0652 6.2739 0.4600 -0.48
O -0.8744 6.3207 1.5405 -0.33
C -2.1386 5.6926 1.8015 -0.46
H 1.0887 4.5239 4.5061 0.30
H 1.6158 2.8622 4.1134 0.30
H -0.1112 3.1937 4.4431 0.35
H 0.6331 6.7781 -2.2337 0.44
H 0.3656 5.8750 -3.7467 0.41
H 1.3861 5.1868 -2.4428 0.31
H 1.8001 0.1747 -0.5514 0.46
H 0.3065 -0.7902 -0.7812 0.31
H 0.7805 -0.2518 0.8844 0.14
H 4.2436 2.1346 -2.3026 0.27
H 3.5997 3.4823 -3.2873 0.34
H 3.5302 1.8172 -3.9150 0.33
H -5.3874 2.9816 -0.8787 0.28
H -4.2679 2.1395 0.2553 0.34
H -4.7842 1.3410 -1.2747 0.34
H -2.0465 5.0406 2.6688 0.22
H -2.4955 5.1336 0.9342 0.19
H -2.8363 6.4951 2.0169 0.36
```

Output
Orbital gap   0.22799 Eh
HOMO level   -0.5998 Eh
2S+1   1
Energy relative to the best compared isomer or geometry (same formula, charge and spin)   0.000 eV
Net charge   +3

***

A single CH3Cl2PS molecule in a non-equilibrium geometry. Source: the OMol25 dataset; level of theory: the ωB97M-V functional and the def2-TZVPD basis.

```
8
Properties=species:S:1:pos:R:3:mulliken_charge:R:1
C 0.3062 -0.1136 -0.2020 -0.93
P 1.6706 -0.7436 -1.0689 0.62
S 2.0817 -2.7793 -0.5672 -0.38
Cl 1.1269 -0.4089 -2.9546 -0.17
Cl 3.1373 0.5318 -0.4480 -0.19
H 0.5784 0.8767 -0.2514 0.39
H -0.6017 -0.5152 -0.5703 0.34
H 0.3861 -0.3010 0.8797 0.32
```

Output
SMILES string   CP(=S)(Cl)Cl
Orbital gap   0.31489 Eh
HOMO level   -0.3254 Eh
2S+1   1
Energy relative to the best compared isomer or geometry (same formula, charge and spin)   0.631 eV
Net charge   0